Entry 1:
Here is 2 unconnected molecules or ions with the total composition C38H31NO2 from the Open Molecules 2025 dataset. Energies are from ωB97M-V/def2-TZVPD.

Its total energy is -1671.7588 a.u.

Last column: Löwdin charge in e.
CARTESIAN COORDINATES (ANGSTROEM)
C  2.3877  -1.8024  2.5132  0.00
C  2.3008  -0.3478  2.2934  -0.17
N  3.2216  0.4992  2.8146  -0.05
C  4.3709  0.0860  3.5918  0.00
C  2.8632  1.8299  2.5901  -0.15
C  1.6107  1.8215  1.9282  -0.13
C  0.8985  3.0096  1.8033  -0.02
C  1.4456  4.1736  2.3722  -0.07
C  2.6584  4.1516  3.0762  -0.08
C  3.4031  2.9699  3.1789  -0.01
C  1.2251  0.4246  1.7345  -0.09
C  -0.0844  0.0257  1.3702  0.17
C  -1.2061  0.3853  2.2103  -0.14
C  -1.0582  1.1395  3.4189  0.00
C  -2.1711  1.5774  4.1325  -0.06
C  -3.4666  1.2552  3.7014  -0.03
C  -3.6308  0.3810  2.6205  -0.03
C  -2.5143  -0.0937  1.9544  0.03
H  1.4094  -2.2472  2.3094  0.09
H  3.1207  -2.2680  1.8354  0.11
H  2.6785  -2.0303  3.5534  0.09
H  4.9659  0.9687  3.8191  0.08
H  4.0730  -0.3850  4.5400  0.11
H  4.9692  -0.6205  3.0206  0.10
H  -0.0533  2.9934  1.2659  0.13
H  0.9194  5.1239  2.2554  0.11
H  3.0470  5.0668  3.5165  0.10
H  4.3488  2.9232  3.7007  0.10
H  -0.2595  -0.6026  0.4964  0.10
H  -0.0621  1.3709  3.7963  0.12
H  -2.0203  2.1720  5.0365  0.11
H  -4.3424  1.6359  4.2297  0.11
H  -4.6185  0.0285  2.3106  0.12
H  -2.6304  -0.8946  1.2375  0.09
C  -0.0706  3.3671  -2.6370  -0.12
C  -1.3539  3.0681  -2.1613  -0.10
C  -1.6394  1.7766  -1.7341  -0.03
C  -0.6678  0.7566  -1.8540  -0.22
C  -0.9841  -0.6481  -1.7421  -0.12
C  -2.2068  -1.1049  -1.0773  -0.36
C  -2.2084  -2.4958  -0.5067  -0.17
C  -1.0314  -3.2065  -0.1965  -0.05
C  -1.0999  -4.5393  0.2152  -0.08
C  -2.3454  -5.1458  0.4000  -0.09
C  -3.5131  -4.3985  0.2198  -0.08
C  -3.4537  -3.0893  -0.2569  -0.02
O  -3.2350  -0.4128  -0.9770  0.00
C  -0.5128  -1.5848  -2.7778  -0.32
C  0.1502  -1.0997  -4.0537  -0.16
C  -0.4642  -0.1726  -4.8929  -0.03
C  0.0588  0.0781  -6.1677  -0.08
C  1.1964  -0.6165  -6.6019  -0.10
C  1.8040  -1.5646  -5.7633  -0.09
C  1.2767  -1.8088  -4.4944  -0.04
O  -0.6557  -2.8124  -2.7361  0.02
C  0.6654  1.1220  -2.1599  -0.06
C  0.9523  2.4111  -2.5778  -0.10
H  0.1386  4.3639  -3.0349  0.09
H  -2.1266  3.8400  -2.1367  0.10
H  -2.6349  1.5207  -1.3742  0.09
H  -0.0511  -2.7344  -0.3072  0.11
H  -0.1784  -5.1026  0.3614  0.10
H  -2.4049  -6.1894  0.7109  0.10
H  -4.4838  -4.8398  0.4351  0.10
H  -4.3600  -2.5238  -0.4852  0.12
H  -1.3599  0.3378  -4.5364  0.13
H  -0.4350  0.8096  -6.8147  0.10
H  1.6108  -0.4107  -7.5921  0.10
H  2.6893  -2.1140  -6.0967  0.10
H  1.7191  -2.5720  -3.8477  0.12
H  1.4457  0.3611  -2.0894  0.12
H  1.9702  2.6535  -2.8869  0.10



Entry 2:
Here is a molecular structure, C10H27N4 from the Open Molecules 2025 dataset. Energies are from ωB97M-V/def2-TZVPD.

Its total charge is +1. Its total energy is -615.5781 a.u.

Last column: Löwdin charge in e.
CARTESIAN COORDINATES (ANGSTROEM)
N  -1.8503  -1.7454  -1.5194  -0.01
H  -2.4161  -1.8428  -2.3656  0.14
C  -1.9907  -2.6796  -0.6059  -0.37
C  -1.3410  -2.4483  0.6793  -0.13
H  -1.4935  -3.4044  1.2694  0.15
C  -1.9821  -1.2112  1.3703  -0.20
N  -1.7939  -0.1398  0.5442  -0.13
H  -1.8930  -0.4230  -0.7050  0.21
C  -2.5837  1.2051  0.5140  -0.15
C  -2.0878  2.2657  -0.3399  -0.25
H  -2.1844  2.1475  -1.3412  0.07
H  -2.9999  3.1778  -0.3624  0.22
C  -0.7544  2.7820  -0.1243  -0.36
H  -0.6844  3.2408  1.0986  0.20
H  -0.7604  3.9168  -0.6382  0.20
C  0.3852  2.1532  -0.3508  -0.28
N  0.7361  0.8459  0.4159  -0.06
H  -0.6847  0.2767  0.4854  0.13
C  1.8230  0.1964  -0.2108  -0.37
H  1.4016  -0.1522  -1.0437  0.09
C  3.1013  0.6275  -0.2436  -0.25
H  3.2524  1.1672  0.9784  0.22
C  4.1278  -0.3928  -0.3650  -0.19
N  3.9215  -1.4811  0.7777  0.07
H  4.5368  -2.1760  0.1258  0.14
H  1.0588  1.3409  1.2839  0.15
H  4.3401  -1.3690  1.4920  -0.10
H  3.9375  -0.8046  -1.4175  0.15
H  5.0709  -0.1279  -0.3716  0.06
H  3.3067  1.3634  -0.8430  0.06
H  1.7249  -0.6919  0.4351  0.13
H  0.2760  1.8118  -1.6284  0.21
H  1.3486  2.9008  -0.4541  0.18
H  -3.6042  0.7999  0.4295  0.13
H  -2.4413  1.4303  1.6519  0.16
H  -2.9578  -1.0207  1.5448  0.10
H  -1.4048  -0.9028  2.0964  0.08
H  -0.3326  -2.2957  0.7577  0.08
H  -1.8735  -3.7276  -0.8947  0.12
H  -3.3389  -2.6604  -0.2817  0.22
H  -0.8956  -1.9529  -1.8433  0.14



Entry 3:
Here is a molecular structure, C26H26BiBr2N3O3 from the Open Molecules 2025 dataset. Energies are from ωB97M-V/def2-TZVPD.

Its total energy is -6758.9181 a.u.

Last column: Löwdin charge in e.
CARTESIAN COORDINATES (ANGSTROEM)
Bi  -0.2254  0.0326  -1.3668  1.69
O  6.5758  0.8623  1.6409  -0.05
C  6.4452  0.4424  0.2989  -0.21
C  4.9886  0.3619  -0.0648  -0.17
C  4.6094  0.2278  -1.3971  0.00
C  3.2659  0.1275  -1.7007  -0.12
N  2.3254  0.1564  -0.7639  -0.02
C  2.6746  0.2861  0.5139  -0.18
C  4.0028  0.3934  0.9099  0.06
C  1.5352  0.2770  1.4789  -0.16
C  1.7299  0.4266  2.8444  0.07
C  0.6326  0.3842  3.6932  -0.16
C  0.7942  0.5246  5.1802  -0.20
O  2.0902  1.0023  5.4757  -0.05
C  -0.6230  0.1869  3.1372  0.02
C  -0.7425  0.0522  1.7690  -0.10
N  0.3141  0.0954  0.9588  -0.03
H  7.5098  0.9277  1.8594  0.10
H  6.8908  -0.5505  0.1549  0.13
H  6.9455  1.1347  -0.3875  0.13
H  5.3440  0.2057  -2.1916  0.12
H  2.9240  0.0220  -2.7240  0.11
H  4.2885  0.5068  1.9428  0.11
H  2.7111  0.5909  3.2576  0.11
H  0.6280  -0.4581  5.6404  0.13
H  0.0217  1.2040  5.5570  0.13
H  2.1664  1.1307  6.4254  0.10
H  -1.5165  0.1529  3.7463  0.13
H  -1.7005  -0.0779  1.2891  0.10
Br  -1.2151  5.4502  0.1581  0.73
C  -2.5034  4.1107  -0.1977  -0.62
C  -3.8378  4.4939  -0.3483  -0.19
C  -4.8274  3.5752  -0.5802  -0.65
Br  -6.6240  4.1608  -0.7501  0.73
C  -4.5040  2.2024  -0.6834  -0.20
C  -5.4369  1.1590  -0.8893  -0.03
C  -5.0153  -0.1403  -0.9575  -0.04
C  -3.6390  -0.4093  -0.8556  -0.15
N  -2.7590  0.5418  -0.6712  -0.02
C  -3.1463  1.8305  -0.5551  -0.15
C  -2.0725  2.7761  -0.2626  -0.48
O  -0.8904  2.3689  -0.0825  -0.22
H  -4.0852  5.5439  -0.2684  0.09
H  -6.4855  1.4070  -0.9861  0.08
H  -5.7163  -0.9506  -1.1020  0.10
H  -3.2227  -1.4119  -0.9269  0.08
C  0.6488  -3.2141  -2.9733  -0.09
C  -0.7048  -2.9227  -2.3019  -0.76
C  -1.6477  -2.3397  -3.3601  -0.10
C  -1.2881  -4.2587  -1.8194  -0.08
C  -0.5575  -1.9856  -1.1120  -0.44
H  0.5619  -3.9758  -3.7543  0.07
H  1.3751  -3.5553  -2.2338  0.08
H  1.0479  -2.3053  -3.4321  0.06
H  -1.6743  -2.9742  -4.2485  0.08
H  -1.3245  -1.3461  -3.6936  0.05
H  -2.6648  -2.2427  -2.9818  0.07
H  -1.4563  -4.9476  -2.6515  0.08
H  -2.2371  -4.0953  -1.3067  0.07
H  -0.6060  -4.7397  -1.1158  0.08
H  -0.0978  -2.4341  -0.2340  0.00



Entry 4:
Here is a molecular structure, C5H6LiO4Tl from the Open Molecules 2025 dataset. Energies are from ωB97M-V/def2-TZVPD.

Its total charge is +3. Its total energy is -673.8439 a.u. The spin multiplicity is 2.

Last column: Löwdin charge in e.
CARTESIAN COORDINATES (ANGSTROEM)
O  2.6387  0.2792  1.3838  0.08
C  1.4534  0.4356  1.5895  -0.58
O  0.7371  0.2400  2.5710  -0.30
O  0.7306  0.7563  0.3411  0.21
C  -0.5441  0.9008  0.3608  0.04
C  -1.4288  0.4543  -0.6622  0.03
Li  4.1825  -0.2959  2.2144  0.90
H  -0.9732  1.1501  1.3423  0.18
H  -0.9826  0.5185  -1.6594  0.17
H  -2.3185  1.1069  -0.5984  0.16
Tl  0.0190  -0.9743  3.8785  1.15
C  -1.9893  -1.1907  -0.4223  0.04
C  -3.1023  -1.3750  0.5415  0.01
O  -2.8947  -1.7028  1.6993  0.37
H  -1.1260  -1.8004  -0.1335  0.14
H  -4.0247  -0.8033  0.3064  0.23
H  -2.3043  -1.5199  -1.4225  0.17



Entry 5:
Here is a molecular structure, C2H3N4 from the Open Molecules 2025 dataset. Energies are from ωB97M-V/def2-TZVPD.

Its total charge is +1. Its total energy is -296.4695 a.u.

Last column: Löwdin charge in e.
CARTESIAN COORDINATES (ANGSTROEM)
C  1.8353  0.3781  1.8028  0.24
C  0.0286  0.0242  -0.0079  0.05
N  3.4687  -0.0135  0.8613  0.12
N  2.4292  -0.0694  -0.0084  0.16
N  3.1174  0.2273  2.1009  0.15
N  1.3022  0.1689  0.5632  -0.10
H  -0.0222  0.2701  -0.9910  0.08
H  -0.3985  -1.0021  0.1766  0.15
H  -0.6749  0.7480  0.5237  0.15



Entry 6:
Here is 18 unconnected molecules or ions with the total composition H35O18 from the Open Molecules 2025 dataset. Energies are from ωB97M-V/def2-TZVPD.

Its total charge is -1. Its total energy is -1375.3474 a.u.

Last column: Löwdin charge in e.
CARTESIAN COORDINATES (ANGSTROEM)
O  0.0853  0.5944  -1.1459  -0.31
H  -0.2048  0.2179  -2.5613  -0.03
H  0.5129  -0.7697  -0.9201  0.00
O  -2.8243  4.3649  2.1566  -0.09
H  -3.0587  3.9180  1.3177  -0.02
O  -3.7088  2.8884  0.0226  -0.04
H  -4.6033  3.0336  0.3491  0.06
H  -3.6824  1.9666  -0.2552  0.06
O  3.8955  2.9471  0.0953  -0.06
H  -5.0031  -2.5622  -0.9366  0.01
H  3.4789  2.0887  0.0727  -0.01
O  3.1558  -2.8295  1.4795  -0.06
H  2.7389  -2.7141  0.6234  -0.01
H  2.7087  -3.5549  1.9215  0.03
O  -2.8210  -2.1324  -3.0115  -0.06
H  -2.0243  -2.0452  -2.4733  0.01
H  -2.7406  -1.2910  -3.4807  0.03
O  -0.2863  -0.1071  -3.5422  -0.14
H  4.8177  -0.2097  -2.7432  0.01
H  -0.1327  -1.0546  -3.4986  0.00
O  -2.7666  2.2925  -3.4999  -0.06
H  0.5181  0.2886  1.9950  0.03
H  3.9984  1.0888  -2.8320  0.04
O  -0.1792  -2.5507  4.4375  -0.04
H  0.6369  -2.8932  4.7817  0.04
H  -0.6687  -2.8858  3.7014  0.01
O  3.6043  -1.8134  -1.9126  -0.06
H  2.7421  -1.5918  -1.5330  0.01
H  4.1735  -1.7166  -1.1412  0.04
O  4.6545  0.6273  -2.3041  -0.07
H  -1.9894  -0.0034  1.1310  0.03
H  -2.3306  1.4977  -3.8146  0.01
O  -2.3118  -0.7655  0.6118  -0.07
H  -1.4098  -0.9613  0.3231  0.00
H  3.5362  3.7603  0.4217  0.02
O  1.9909  0.9200  0.6675  -0.09
H  -2.2668  5.0470  1.7640  0.03
H  2.6786  0.2569  0.7126  0.06
O  0.7148  -1.6928  -0.4194  -0.15
H  -2.2327  2.7902  -2.8806  0.03
H  0.3439  -2.4016  -0.9548  0.05
O  -4.7983  -2.4238  -0.0192  -0.07
H  -0.8529  0.5629  -0.9280  -0.01
H  -4.0002  -1.9859  0.2658  -0.02
O  -0.3674  -0.0031  2.3004  -0.06
H  1.3313  0.8401  -0.0702  0.02
H  -0.6048  0.9292  2.4579  0.06
O  1.7370  2.9590  2.6502  -0.06
H  1.7007  2.4805  1.8087  -0.01
H  0.8904  3.4153  2.7010  0.03
O  0.3721  -3.0851  1.7243  -0.09
H  0.9097  -2.5535  1.1001  -0.01
H  -0.1038  -2.4856  2.3031  -0.01